C15H32N7O6PPb as an isolated structure at a distorted geometry, computed with ωB97M-V/def2-TZVPD.

```
62
Properties=species:S:1:pos:R:3:forces:R:3
O -3.71132 3.75866 -1.05083 -0.69 1.05 -0.73
H -4.39938 4.42245 -1.28280 0.74 -0.80 0.46
Pb -0.43258 1.37218 -1.27829 -1.52 -2.26 -1.59
N -0.25065 -0.86672 -2.57892 -1.78 -1.66 0.84
N -2.50425 -0.26999 -1.60111 1.27 -2.13 -0.53
N 1.87768 1.91638 -0.58581 2.27 -0.12 1.72
N -0.14509 3.08691 0.51824 1.02 1.22 2.45
O 0.96907 -1.09423 -2.90753 1.70 -0.11 -0.77
O 2.99734 1.07137 -0.88511 -0.68 0.74 -0.11
O -1.22378 3.56034 1.30166 -0.22 0.00 -1.20
O -3.43830 -0.01103 -0.80030 -1.69 0.58 0.65
C -2.44425 -1.52898 -2.14921 -0.81 2.72 0.91
C -1.18199 -1.86673 -2.68118 2.31 2.28 -0.35
C 2.16773 2.70974 0.44545 -0.02 -1.95 -2.40
C 1.03379 3.33620 1.08280 -2.77 0.38 -0.81
C -0.88707 -3.16224 -3.34825 0.19 -0.40 -0.17
H -0.13105 -3.74440 -2.79559 -0.06 0.24 -0.29
H -0.52425 -2.98823 -4.37237 0.15 -0.08 0.33
H -1.78706 -3.78532 -3.42473 0.31 0.21 0.06
C -3.64839 -2.38829 -2.15739 -0.34 -0.40 0.18
H -4.51149 -1.81452 -2.52449 0.14 -0.10 0.24
H -3.90095 -2.76163 -1.15181 -0.05 0.12 -0.22
H -3.50716 -3.25017 -2.81701 -0.14 0.16 0.18
C 3.56525 2.84874 0.93058 0.28 0.26 0.49
C 1.17365 4.20077 2.28920 0.32 -0.06 0.57
H 4.28708 2.59821 0.14537 -0.31 0.11 0.24
H 3.76984 2.19228 1.79717 -0.11 0.25 -0.31
H 3.70170 3.88956 1.24843 0.18 -0.25 0.04
H 0.27112 4.16372 2.91679 0.41 -0.04 -0.29
H 1.34539 5.25347 2.00747 -0.07 -0.35 0.00
H 2.04786 3.86424 2.86800 -0.36 0.23 -0.04
H 2.71317 0.45232 -1.58724 -0.45 0.30 0.08
H -2.04343 3.49516 0.73050 1.16 -0.05 0.52
C -2.93130 3.51951 -2.23488 0.15 -0.05 0.29
H -2.99543 2.44863 -2.45806 0.06 0.14 -0.09
H -1.89555 3.80113 -1.98147 -0.18 -0.08 -0.38
H -3.23870 4.09757 -3.12643 -0.02 -0.20 0.55
O 0.75443 2.09813 -3.71244 0.58 -0.24 -0.38
H 1.58277 2.60225 -3.68064 -0.31 -0.12 0.02
H 0.98479 1.30003 -4.23357 -0.28 0.20 0.52
C 0.14365 -2.47465 3.60492 0.25 0.08 -1.00
N -0.57246 -2.84319 2.36285 0.13 -0.53 0.53
C 0.28500 -3.75383 1.57101 0.20 0.75 0.26
N 1.60038 -3.14841 1.25037 0.20 -0.47 0.47
C 2.27216 -2.77764 2.51725 -0.95 0.26 -0.35
N 1.45046 -1.83724 3.31668 0.16 -0.53 0.39
C 1.30636 -0.53744 2.67065 -0.23 0.29 -0.31
P 0.42039 -0.64988 1.00358 0.00 -0.09 -0.10
C -1.01358 -1.68078 1.60472 0.02 0.13 -0.19
C 1.49918 -2.01755 0.33091 -0.18 0.03 -0.19
H 0.32404 -3.40785 4.16606 -0.04 0.46 -0.09
H -0.46983 -1.77620 4.19111 0.12 -0.25 -0.12
H -0.23665 -4.03443 0.64375 0.19 0.13 0.25
H 0.46499 -4.65247 2.18493 -0.05 0.28 -0.30
H 3.24126 -2.30764 2.29959 -0.22 -0.18 0.03
H 2.41339 -3.70106 3.10422 0.02 0.41 -0.16
H 0.73474 0.14674 3.31645 0.13 -0.22 -0.05
H 2.29855 -0.08432 2.51784 -0.20 -0.16 0.02
H -1.61978 -2.00199 0.74473 0.15 0.16 0.14
H -1.65363 -1.03570 2.22851 0.14 -0.25 -0.16
H 2.50268 -1.60477 0.13415 -0.28 -0.14 0.09
H 1.09944 -2.34713 -0.63845 0.07 0.11 0.17
```
Forces are in eV/Å.

Calculated values
charge: 0
E_LUMO (spin up / spin down): -0.039 / -0.065 hartree
energy: -53316.699 eV
HOMO-LUMO gap (spin up / spin down): 4.24 / 2.67 eV

natural (NBO) population analysis, charges in e, atoms 1 to 5: O -0.7409; H 0.4781; Pb 1.3202; N -0.1951; N -0.1444